This record from OMol25 describes an isolated molecule of C9H8N2 at a distorted geometry. The level of theory is wB97M-V/def2-TZVPD.

```
19
Properties=species:S:1:pos:R:3:forces:R:3:nbo_charge:R:1
C 1.416040 1.196368 2.430379 0.6 1.0 2.2 -0.231
C 0.057769 1.274089 2.250686 1.6 0.4 0.0 -0.199
C -0.543600 0.711045 1.136492 -1.8 2.9 4.0 -0.237
C 0.200619 0.072421 0.255972 0.0 -2.8 -4.7 -0.080
C -0.434145 -0.518544 -1.024904 3.0 -1.0 2.2 0.318
N 0.101742 -1.499282 -1.742452 1.2 0.2 0.7 -0.463
C -0.770221 -1.810755 -2.701748 -2.5 0.7 -0.9 -0.072
C -1.910476 -0.970587 -2.586701 0.7 -1.7 -0.5 -0.140
N -1.629233 -0.262277 -1.471006 -4.6 4.1 1.3 -0.492
C 1.559093 -0.096838 0.466781 3.4 -0.5 -1.8 -0.182
C 2.188114 0.512799 1.538792 4.0 -1.4 -0.2 -0.191
H 1.814575 1.699998 3.345592 0.0 -0.5 -1.0 0.214
H -0.389932 1.940529 2.950415 -1.1 0.0 0.3 0.210
H -1.565533 1.028586 1.272207 -0.8 -0.9 -1.6 0.224
H -0.682331 -2.656416 -3.384734 0.3 0.5 0.2 0.208
H -2.866276 -0.835422 -3.108674 0.7 -0.3 0.3 0.220
H -2.347544 0.428706 -0.994267 2.3 -1.9 -1.5 0.424
H 2.339758 -0.572675 -0.299084 -2.6 0.7 1.5 0.249
H 3.461582 0.358255 1.666253 -4.1 0.6 -0.3 0.220
```
Forces are in eV/Å.

SMILES   c1ccc(-c2ncc[nH]2)cc1
LUMO   0.697 eV
Relative energy (zero: lowest compared OMol25 entry of this formula, charge and spin)   185.9 kJ/mol
Highest occupied orbital energy   -8.2 eV
Electronic energy   -457.20789 Ha